Entry 1:
A cluster of 3 separate species, C2H10NO3 in total at a distorted geometry. Source: the OMol25 dataset; level of theory: ωB97M-V with the def2-TZVPD basis set.

Each line ends with the Löwdin charge.
Geometry (Å):
O  1.496  -1.668  1.520  0.093
C  1.923  -0.559  1.320  -0.217
C  1.213  0.380  0.409  -0.081
N  -0.133  -0.193  -0.018  0.138
H  2.741  -0.092  1.877  0.140
H  1.030  1.331  0.905  0.136
H  1.775  0.597  -0.579  0.168
H  -0.925  0.058  0.574  0.116
H  -0.540  0.046  -0.990  0.089
H  -0.132  -1.208  0.154  0.152
H  0.111  0.596  -3.011  0.092
H  -1.020  -0.292  -3.040  0.100
O  -0.707  0.459  -2.505  -0.019
H  -3.061  1.786  -0.347  0.068
H  -3.258  0.805  0.790  0.068
O  -2.617  1.068  0.117  -0.043

Values from the calculation:
HOMO level, eV: -14.8
ΔE to the lowest compared entry with this formula, charge and spin, kJ/mol: 57.4
Charge: +1
Spin multiplicity: 1
Kohn-Sham gap, eV: 11.4

***

Entry 2:
A structure of composition C23H15Co2N2O7 at a distorted geometry. Source: the OMol25 dataset; level of theory: ωB97M-V with the def2-TZVPD basis set.

Each line ends with the Löwdin charge.
Geometry (Å):
O  4.177  1.896  -0.983  0.063
C  3.302  1.573  -0.294  -0.169
Co  1.924  1.203  0.690  0.050
C  1.600  -0.877  -0.451  -0.486
O  2.766  -1.250  -0.555  0.076
C  2.144  1.971  2.239  -0.205
O  2.305  2.475  3.272  0.037
C  0.638  2.107  -0.317  -0.137
C  0.443  3.525  -0.091  -0.222
C  -0.185  3.995  1.085  -0.043
C  -0.068  5.336  1.452  -0.088
C  0.637  6.229  0.640  -0.112
C  1.163  5.795  -0.584  -0.103
C  1.043  4.464  -0.966  -0.030
C  0.104  0.991  -0.806  -0.170
C  0.706  -0.206  -1.429  -0.149
Co  -1.764  0.965  -0.185  0.009
C  -1.983  0.365  1.437  -0.260
O  -2.131  -0.141  2.474  -0.001
C  -2.468  -0.399  -0.969  -0.268
O  -2.932  -1.353  -1.444  0.021
C  -2.738  2.269  -0.833  -0.227
O  -3.374  3.115  -1.306  0.029
H  -0.721  3.286  1.725  0.109
H  -0.523  5.674  2.385  0.098
H  0.769  7.264  0.957  0.089
H  1.676  6.495  -1.243  0.094
H  1.447  4.104  -1.915  0.116
H  -0.046  -0.910  -1.819  0.091
H  1.350  0.094  -2.284  0.141
C  -1.820  -4.620  -2.865  -0.048
O  -1.487  -5.366  -1.676  -0.090
C  -0.763  -4.750  -0.709  -0.246
C  -0.157  -3.481  -0.907  0.084
C  0.157  -2.793  0.243  -0.099
C  0.035  -3.342  1.499  -0.177
C  -0.412  -4.641  1.702  0.001
C  -0.782  -5.366  0.577  0.008
N  0.408  -2.360  2.413  0.178
C  0.751  -1.243  1.769  0.008
N  0.621  -1.442  0.433  0.095
H  -2.473  -5.293  -3.420  0.090
H  -2.350  -3.688  -2.622  0.089
H  -0.915  -4.395  -3.445  0.092
H  -0.030  -3.029  -1.893  0.121
H  -0.457  -5.049  2.710  0.116
H  -1.173  -6.378  0.647  0.117
H  0.407  -2.462  3.421  0.179
H  1.181  -0.356  2.242  0.129

Values from the calculation:
HOMO level, eV: -2.9
ΔE to the lowest compared entry with this formula, charge and spin, kJ/mol: 196.6
Charge: -1
Spin multiplicity: 1
Kohn-Sham gap, eV: 5.0